Entry 1:
The following is a DFT calculation (ωB97M-V with the def2-TZVPD basis set) of a 2-piece molecular cluster, C5H10BrN overall in a non-equilibrium geometry.

Structure (XYZ):
```
17
Properties=species:S:1:pos:R:3:forces:R:3
C -0.6707 0.3219 0.5203 -0.566 -1.014 -0.412
C 0.0400 -1.8469 -0.2423 -0.903 1.007 0.701
C 0.2561 -0.1551 -1.8744 -1.160 3.357 1.840
C 0.2817 1.9882 2.0329 2.628 2.919 -0.581
C 0.3504 -0.3456 -0.3288 0.731 0.357 -2.347
N -1.8791 0.4713 0.6822 1.718 0.407 0.940
Br 2.1513 1.5233 1.8648 -0.727 0.450 0.077
H 0.7347 -2.3351 -0.8306 2.110 -1.376 -0.405
H -0.8761 -2.2044 -0.7535 -0.131 1.025 0.555
H -0.0005 -2.0551 0.7949 0.181 -1.272 0.906
H -0.7176 -0.3901 -2.2259 -0.703 -0.734 -0.552
H 0.3859 0.9004 -2.1206 0.100 0.155 -0.085
H 1.0522 -0.6451 -2.3026 1.478 -1.511 -1.202
H -0.0755 1.4601 2.8328 -1.363 -1.254 1.588
H 0.1335 3.0814 1.9790 -0.008 -0.756 -0.091
H 1.4546 0.0424 -0.1165 -2.466 -1.465 0.240
H -2.6211 0.1884 0.0881 -0.919 -0.294 -1.170
```
Positions in Å, forces in eV/Å.

Computed properties:
- charge = 0
- spin multiplicity = 3
- orbital gap (spin up / spin down) (eV) = 7.11 / 9.38

Entry 2:
The following is a DFT calculation (ωB97M-V with the def2-TZVPD basis set) of a 2-piece molecular cluster, C5H10BrN2 overall in a non-equilibrium geometry.

Structure (XYZ):
```
18
Properties=species:S:1:pos:R:3:forces:R:3
C 1.5633 -1.4995 1.8288 -1.579 -2.960 1.079
C 2.2565 -0.6164 2.4193 0.884 6.164 0.763
C -0.9804 0.3290 -0.8604 -1.634 2.382 1.186
C -0.0369 1.0491 -1.6748 -1.892 0.611 -2.240
C -2.2614 0.0458 -1.4780 -0.459 -0.053 -1.754
N -0.7645 0.1360 0.3896 0.525 -0.288 0.935
N 2.5600 0.5901 2.6101 -0.864 -3.333 -0.762
Br 2.3537 -2.4818 0.2503 0.026 -0.647 -1.140
H -1.4356 -0.2377 1.0559 -0.078 -0.194 -0.485
H 0.8078 -1.9785 2.4644 -0.081 -0.507 -1.098
H -0.6115 1.4018 -2.5999 1.231 -0.325 1.323
H 0.4779 0.1862 -1.9584 2.304 -1.046 -1.217
H 0.5129 1.8465 -1.2414 0.758 0.258 0.578
H -2.1402 -0.8668 -2.0352 -0.327 -1.085 0.175
H -2.5644 0.6886 -2.3130 0.820 0.483 0.270
H -3.1133 0.1135 -0.8723 -0.997 -0.809 1.403
H 3.2332 0.9365 3.2123 1.556 1.271 1.178
H 0.1428 0.3577 0.8028 -0.193 0.078 -0.195
```
Positions in Å, forces in eV/Å.

Computed properties:
- charge = +1
- spin multiplicity = 3
- orbital gap (spin up / spin down) (eV) = 5.29 / 7.21

Entry 3:
The following is a DFT calculation (ωB97M-V with the def2-TZVPD basis set) of a 2-piece molecular cluster, C5H10Cl overall in a non-equilibrium geometry.

Structure (XYZ):
```
16
Properties=species:S:1:pos:R:3:forces:R:3
Cl -4.3023 1.0501 -1.8798 -0.650 0.007 -0.427
H -3.2508 1.0360 -1.1927 0.684 -0.023 0.434
C -0.2285 -0.8080 -0.9110 -3.120 1.819 -0.365
C 0.5017 0.5685 -0.8561 -0.606 0.699 0.915
C 0.5256 0.4278 0.7516 -0.347 -2.542 -2.615
C -0.4860 -0.8239 0.6269 -0.227 1.243 0.335
C 1.8381 -0.2561 0.9839 0.840 0.605 1.128
H -1.1214 -0.9817 -1.6686 2.120 -0.019 1.394
H 1.5289 0.5598 -1.2825 -0.701 0.293 0.108
H -0.0488 1.5433 -1.1614 0.601 -1.870 -0.055
H 0.2166 1.2677 1.3345 0.055 0.439 0.449
H -1.5256 -0.5388 1.0561 1.345 -0.820 -1.173
H -0.0904 -1.7228 1.1483 -0.526 0.528 -0.144
H 1.8584 -1.0571 0.2454 0.446 -0.142 0.163
H 2.6871 0.4241 0.8100 -0.099 -0.309 0.139
H 1.8975 -0.6889 1.9953 0.184 0.092 -0.287
```
Positions in Å, forces in eV/Å.

Computed properties:
- charge = 0
- spin multiplicity = 2
- orbital gap (spin up / spin down) (eV) = 9.47 / 10.37

Entry 4:
The following is a DFT calculation (ωB97M-V with the def2-TZVPD basis set) of one molecule with the formula C5H10ClFOSi in a non-equilibrium geometry.

Structure (XYZ):
```
19
Properties=species:S:1:pos:R:3:forces:R:3
C 0.0541 -2.3238 -1.4779 -0.098 -0.138 -0.024
C 0.0242 -2.1881 0.0309 0.077 0.203 -0.063
F 0.8659 -3.1640 0.5835 -0.071 -0.053 0.036
Si 0.6019 -0.4513 0.5458 0.022 -0.185 -0.257
Cl 1.5752 -0.5362 2.3478 0.027 0.043 0.134
C -0.8840 0.6616 0.6926 0.042 0.309 0.102
C -0.6235 2.1616 0.6956 0.600 -0.560 0.806
C 0.5203 2.7827 0.0148 -1.677 1.136 -1.398
O -0.9001 2.8720 -0.4603 0.211 0.160 0.060
H -0.5511 -1.5429 -1.9441 0.028 0.042 -0.023
H 1.0762 -2.2466 -1.8460 0.014 0.080 -0.023
H -0.3491 -3.2874 -1.7902 -0.013 -0.022 0.021
H -0.9903 -2.3695 0.3982 0.036 -0.113 0.104
H 1.5790 0.0017 -0.4635 0.007 0.037 0.033
H -1.5980 0.4554 -0.1082 -0.052 -0.122 0.041
H -1.3432 0.4045 1.6504 -0.203 -0.157 -0.115
H -0.9041 2.6576 1.6305 -0.092 -0.051 -0.223
H 0.7972 3.7875 0.3064 0.569 -0.229 0.271
H 1.0496 2.3251 -0.8063 0.574 -0.378 0.517
```
Positions in Å, forces in eV/Å.

Computed properties:
- charge = 0
- orbital gap (eV) = 10.98

Entry 5:
The following is a DFT calculation (ωB97M-V with the def2-TZVPD basis set) of a 2-piece molecular cluster, C5H10ClN overall in a non-equilibrium geometry.

Structure (XYZ):
```
17
Properties=species:S:1:pos:R:3:forces:R:3
C 1.5673 0.3660 1.3754 2.273 0.289 -1.108
C 1.1448 -0.2548 0.3200 -3.756 -2.501 -0.299
C 1.8488 -0.7318 -0.8909 1.636 -0.375 -0.439
C -2.0213 1.1079 -0.5464 0.553 1.556 -3.025
C -0.8773 -0.8347 0.2422 3.735 1.674 -0.504
N -1.6590 0.2978 0.5369 0.127 -2.023 -0.647
Cl -1.2927 -2.3713 1.0907 0.377 0.942 -0.307
H 1.1302 0.4445 2.2976 -1.719 0.356 1.898
H 2.5922 0.7352 1.3764 0.122 0.018 -0.104
H 2.9150 -0.2788 -0.9409 -1.777 -0.280 -0.244
H 2.1002 -1.8510 -0.8492 -0.857 1.415 0.049
H 1.2241 -0.5240 -1.7952 0.899 -0.177 0.469
H -1.3053 1.8943 -0.9880 0.107 -1.036 1.060
H -2.1681 0.4707 -1.4644 -0.604 0.572 1.038
H -2.8515 1.7602 -0.3092 -0.721 -0.391 -0.032
H -0.7663 -0.9890 -0.8568 -0.809 -0.203 1.054
H -1.5810 0.7587 1.4017 0.412 0.164 1.141
```
Positions in Å, forces in eV/Å.

Computed properties:
- charge = 0
- orbital gap (eV) = 9.02

Entry 6:
The following is a DFT calculation (ωB97M-V with the def2-TZVPD basis set) of an isolated ion of composition C5H10ClN3O2 and charge +2 in a non-equilibrium geometry.

Structure (XYZ):
```
21
Properties=species:S:1:pos:R:3:forces:R:3
C 0.3663 3.2441 2.0128 -1.719 -0.254 -1.273
O 0.8642 2.0222 1.4156 -1.050 -0.780 -0.850
N 0.1851 1.3673 0.5256 -0.540 -0.826 -1.627
C -0.8531 1.7969 -0.1332 1.212 1.447 3.295
N -1.4261 1.0813 -1.1338 -0.247 -3.554 -2.214
C -1.5685 -0.2066 -1.4437 1.226 1.307 -1.163
N -1.1142 -1.4304 -0.8194 1.092 0.540 -0.078
C 0.1396 -2.0318 -0.8300 -0.315 2.098 0.910
Cl 1.4411 -1.0711 -1.2806 -0.389 0.352 -0.679
O 0.3799 -3.1514 -0.3089 -3.065 0.441 -0.405
C 1.7221 -3.5240 0.0104 0.632 1.529 5.238
H 1.2917 3.5474 2.3125 2.182 1.860 1.204
H -0.1969 2.9266 2.8952 -0.479 0.493 -0.406
H -0.0797 3.9713 1.2542 0.365 -1.116 1.221
H -1.4567 2.6741 0.0398 0.404 0.611 0.224
H -1.7619 1.7374 -1.8797 -0.251 -0.977 0.624
H -2.0312 -0.3531 -2.4311 -0.152 -0.047 0.604
H -1.9189 -1.9766 -0.5769 -0.295 -0.976 0.299
H 2.1830 -3.6358 -0.8774 2.020 -0.764 -2.768
H 1.6997 -4.4591 0.6747 -0.134 1.605 -1.148
H 2.1347 -2.5286 0.5740 -0.498 -2.991 -1.008
```
Positions in Å, forces in eV/Å.

Computed properties:
- charge = +2
- orbital gap (spin up / spin down) (eV) = 7.84 / 7.84

Entry 7:
The following is a DFT calculation (ωB97M-V with the def2-TZVPD basis set) of an isolated ion of composition C5H10ClN3O2 and charge +2 in a non-equilibrium geometry.

Structure (XYZ):
```
21
Properties=species:S:1:pos:R:3:forces:R:3
C -0.4969 -2.7070 0.3910 -4.521 3.882 1.431
O 0.1424 -1.3907 0.1184 2.201 -3.052 0.070
N -0.4647 -0.2910 0.1659 -3.052 3.155 0.652
C -1.6699 -0.0487 0.5885 1.295 -2.145 0.615
N -2.0906 1.2930 0.5129 -1.764 0.879 1.434
C -1.4269 2.3800 0.1432 -3.202 1.358 0.276
N -0.1673 2.5532 -0.2266 1.348 -1.103 -1.168
C 0.8832 1.6554 0.0517 1.265 -1.269 -0.001
Cl 1.1743 1.5590 1.7271 0.434 -0.221 -0.678
O 1.6822 1.2410 -0.8737 -2.369 2.426 2.033
C 2.9360 0.5860 -0.6204 1.506 -1.446 -0.357
H -0.1682 -3.3706 -0.2750 1.909 -2.375 -2.593
H -1.5875 -2.4858 0.1152 1.282 -0.817 0.469
H -0.4559 -3.0539 1.4142 0.452 0.402 0.292
H -2.3399 -0.7725 1.1495 0.717 1.083 -1.009
H -3.1069 1.4031 0.9720 2.887 0.255 -1.672
H -2.0809 3.3207 0.0894 1.126 -1.431 0.073
H 0.1448 3.3864 -0.7381 -0.566 -0.096 0.079
H 3.0985 0.1795 0.3934 -0.049 1.357 -0.086
H 3.7576 1.1002 -1.1805 -0.831 0.057 1.074
H 2.7955 -0.3300 -1.1364 -0.068 -0.898 -0.934
```
Positions in Å, forces in eV/Å.

Computed properties:
- charge = +2
- orbital gap (spin up / spin down) (eV) = 8.08 / 8.08

Entry 8:
The following is a DFT calculation (ωB97M-V with the def2-TZVPD basis set) of a 2-piece molecular cluster, C5H10ClN4 overall in a non-equilibrium geometry.

Structure (XYZ):
```
20
Properties=species:S:1:pos:R:3:forces:R:3
C -2.3632 1.4792 0.4376 -0.457 0.359 0.019
C -1.0699 1.4688 0.5032 1.032 -4.275 0.279
C -2.7248 -0.8224 1.2404 0.544 -0.221 -0.367
C -3.2505 0.2371 0.3528 0.142 0.090 -0.710
C -0.5396 -0.6059 0.5699 0.085 5.668 -0.734
N -1.4981 -1.1840 1.2120 -1.044 -1.702 0.945
N 0.7719 -2.2718 -0.3927 -0.048 -0.572 -0.243
N 0.5418 -0.9700 0.0071 -0.354 -0.259 0.020
N 2.4935 0.5263 -0.8968 0.034 0.121 0.015
Cl -3.1974 -0.2927 -1.3913 -0.146 -0.008 0.503
H -2.9256 2.4043 0.3848 0.101 0.162 0.020
H -0.2289 2.1117 0.5593 0.224 0.547 -0.056
H -3.3583 -1.2681 1.9926 -0.143 -0.054 0.116
H -4.2894 0.4797 0.5746 0.206 -0.045 -0.032
H 0.1646 -2.9444 0.0644 0.084 0.116 0.084
H 1.7509 -2.5227 -0.3248 -0.102 0.096 0.196
H 1.3348 -0.2618 -0.3588 -0.429 -0.177 0.123
H 2.1688 1.1921 -1.5894 0.084 0.060 -0.046
H 3.1619 -0.0852 -1.3516 0.111 0.056 -0.057
H 2.9808 1.0359 -0.1669 0.078 0.036 -0.077
```
Positions in Å, forces in eV/Å.

Computed properties:
- charge = +1
- orbital gap (eV) = 8.49

Entry 9:
The following is a DFT calculation (ωB97M-V with the def2-TZVPD basis set) of one molecule with the formula C5H10ClNO2 in a non-equilibrium geometry.

Structure (XYZ):
```
19
Properties=species:S:1:pos:R:3:forces:R:3
C -2.2663 -0.0201 -1.2311 -1.624 0.664 -2.293
O -1.6905 0.0137 -0.0037 2.046 -0.325 2.035
C -0.4736 -0.6036 0.2557 0.912 -1.439 0.430
N -0.5807 -1.5574 1.5660 -1.425 0.052 -0.079
O -1.6896 -1.8298 1.9628 1.995 1.033 -1.403
C 0.7756 0.3422 0.5240 -2.461 -0.825 0.124
C 0.9616 1.2990 -0.5981 1.706 3.128 -1.415
C 2.0471 -0.3856 0.8225 -2.702 -2.849 1.832
Cl 0.2908 1.2596 1.9522 -0.094 0.738 1.114
H -2.4316 -1.0155 -1.6435 1.223 -0.405 -0.390
H -1.8115 0.7488 -1.9648 -0.787 -1.373 0.931
H -3.3446 0.1488 -1.0666 0.391 1.020 -0.017
H -0.0469 -1.3643 -0.4927 -1.213 0.838 0.455
H 0.2561 2.2425 -0.5559 1.227 -2.180 -0.276
H 0.9659 0.7961 -1.5901 -0.469 0.258 0.552
H 2.0733 1.7344 -0.5740 -2.318 -0.725 0.257
H 2.6308 0.3211 1.2826 1.961 1.146 1.184
H 2.4283 -0.7605 -0.0374 1.597 -0.589 -3.029
H 1.9057 -1.3694 1.3922 0.035 1.831 -0.011
```
Positions in Å, forces in eV/Å.

Computed properties:
- charge = 0
- orbital gap (eV) = 8.96

Entry 10:
The following is a DFT calculation (ωB97M-V with the def2-TZVPD basis set) of C5H10ClNO2 as an isolated structure in a non-equilibrium geometry.

Structure (XYZ):
```
19
Properties=species:S:1:pos:R:3:forces:R:3
C -2.4389 -0.9098 0.0611 -0.170 1.183 -0.697
C 0.8050 -1.1237 -0.5520 1.787 1.099 -0.065
C 0.2131 0.1357 1.5359 -0.105 2.151 -0.330
C 1.4842 1.1193 -0.4495 0.088 1.595 -0.373
C -1.0211 0.3616 -0.5646 -0.333 -0.345 1.564
N 0.3807 0.1964 0.0488 0.218 -0.374 -0.585
O -1.9989 -2.0196 -0.0272 0.659 -0.870 0.244
O -3.4457 -0.2913 0.2399 0.324 0.274 0.222
Cl -1.4899 2.0051 -0.4007 -0.429 1.163 0.181
H -0.0706 -1.6404 -0.7055 -1.711 -1.601 -0.370
H 1.3224 -0.8653 -1.4904 -0.461 -0.403 0.318
H 1.4994 -1.6885 0.0555 0.067 0.159 0.474
H -0.2515 1.0702 1.9735 0.161 -1.005 -1.081
H -0.3772 -0.7132 1.7460 -0.514 -0.919 0.377
H 1.1801 0.1240 1.9604 1.153 -0.542 0.545
H 1.4097 2.2028 -0.1100 -0.164 -1.596 0.144
H 2.5269 0.6925 -0.1638 -1.972 0.626 -0.695
H 1.2551 1.2015 -1.5619 0.900 -0.326 1.345
H -0.9829 0.1426 -1.5954 0.503 -0.270 -1.219
```
Positions in Å, forces in eV/Å.

Computed properties:
- charge = 0
- orbital gap (eV) = 8.58

Entry 11:
The following is a DFT calculation (ωB97M-V with the def2-TZVPD basis set) of a 2-piece molecular cluster, C5H10ClNSi overall in a non-equilibrium geometry.

Structure (XYZ):
```
18
Properties=species:S:1:pos:R:3:forces:R:3
C -1.3791 -2.6530 0.4695 -2.064 0.307 1.765
C -0.6012 -1.9582 -0.3181 0.395 2.118 0.561
Si 0.0156 -0.1886 -0.2571 0.149 0.204 1.435
C 1.2143 0.2103 -1.6563 0.951 -1.518 -2.010
C 1.8279 -0.6247 -2.5853 -2.352 0.297 3.215
N -0.3646 0.7633 1.0301 1.294 -0.580 -1.343
C 0.2293 1.9712 1.6455 0.626 -1.174 1.382
H -1.6087 -3.6888 0.2414 0.164 -0.032 0.169
H -1.9559 -2.1976 1.3154 0.701 -0.450 -0.769
H -0.1754 -2.5308 -1.0577 1.112 -1.037 -2.059
H 1.3264 1.2718 -1.8133 0.174 0.333 -0.049
H 2.3871 -0.4919 -3.4534 1.002 1.735 -1.188
H 1.7512 -1.6920 -2.5272 -0.515 -0.652 0.726
H -0.3164 2.1059 2.6520 0.533 0.629 -1.838
H 1.3009 1.8132 1.9997 -1.081 -0.216 -0.560
H 0.3307 2.8196 0.9521 -0.715 0.053 0.541
Cl -3.3042 0.7977 0.6284 -2.676 0.014 -0.629
H -2.1044 0.8010 0.9823 2.302 -0.030 0.651
```
Positions in Å, forces in eV/Å.

Computed properties:
- charge = 0
- orbital gap (spin up / spin down) (eV) = 8.27 / 8.27

Entry 12:
The following is a DFT calculation (ωB97M-V with the def2-TZVPD basis set) of C5H10ClO3PS as an isolated structure in a non-equilibrium geometry.

Structure (XYZ):
```
21
Properties=species:S:1:pos:R:3:forces:R:3
C 0.4393 1.9512 -0.2456 -0.212 -2.157 0.583
C 0.0038 0.7379 0.0190 2.702 -2.230 1.446
C -2.0738 0.6153 -1.1495 -1.217 2.141 -2.857
C -1.9935 -0.2029 1.2472 -1.582 -2.279 1.963
C -1.2089 -0.0967 -0.0862 -0.914 3.066 0.479
O 2.2756 -2.5826 0.5070 0.215 0.608 -0.144
O 3.8350 -0.7006 0.7463 -2.096 -0.372 -1.091
O 1.3200 -0.3595 0.8737 -2.646 2.650 -1.332
P 2.3809 -1.0462 -0.0257 1.880 -1.358 -0.257
S 2.4147 -0.7777 -1.9930 -0.317 -0.231 1.663
Cl 1.9780 2.5320 0.0529 0.576 0.517 0.057
H -0.2894 2.5241 -0.7423 -0.550 1.129 -0.553
H -1.5903 0.7935 -2.2371 -0.494 -0.608 2.657
H -2.5475 1.6808 -0.9141 1.113 -2.308 0.098
H -2.9207 -0.0571 -1.3863 0.252 0.427 0.319
H -1.8450 0.6395 2.0049 -0.168 -0.921 -1.449
H -1.6918 -1.1981 1.8612 -0.525 2.302 -1.540
H -3.1774 -0.3445 1.0428 2.841 0.491 0.386
H -1.0225 -1.0178 -0.5390 0.770 -1.647 -0.280
H 2.0024 -3.2958 -0.0761 0.054 0.388 -0.402
H 3.7111 0.2051 1.0400 0.319 0.393 0.253
```
Positions in Å, forces in eV/Å.

Computed properties:
- charge = 0
- orbital gap (eV) = 8.52

Entry 13:
The following is a DFT calculation (ωB97M-V with the def2-TZVPD basis set) of C5H10CuNO3S as an isolated structure.

Structure (XYZ):
```
21
Properties=species:S:1:pos:R:3:forces:R:3
Cu 0.9849 -0.0239 -0.3106 0.048 -0.038 -0.117
C 0.3578 1.9243 -4.2090 0.001 -0.001 0.002
C 1.0788 1.1220 -3.1160 -0.004 0.010 -0.007
C 1.5516 -0.2080 -3.6994 -0.006 -0.003 -0.002
C 0.2193 0.9105 -1.8668 0.026 -0.034 0.061
H 0.9885 2.0990 -5.0923 -0.001 0.001 -0.001
H 0.0317 2.8927 -3.8219 0.000 0.001 -0.001
H -0.5383 1.3838 -4.5335 0.001 -0.001 -0.001
H 1.9749 1.6922 -2.8343 0.000 0.001 0.000
H 0.6845 -0.8209 -3.9710 0.002 0.000 0.002
H 2.1219 -0.7642 -2.9542 0.001 0.000 -0.001
H 2.1662 -0.0745 -4.5993 0.000 0.001 -0.001
H -0.6956 0.3735 -2.1725 0.002 -0.003 -0.006
H -0.1341 1.8884 -1.5078 0.003 0.003 0.001
O -2.6708 1.9608 2.3531 0.001 -0.013 -0.004
C -2.4526 0.8319 1.8551 -0.030 -0.048 0.011
O -1.4211 0.3421 1.3633 -0.072 0.107 0.075
H -3.3531 0.1367 1.8598 -0.004 0.005 -0.011
O 3.6147 -2.5029 2.3059 0.010 0.003 0.006
S 2.4227 -2.3172 1.4396 -0.044 0.000 -0.029
N 2.0794 -0.9979 0.9091 0.064 0.011 0.023
```
Positions in Å, forces in eV/Å.

Computed properties:
- charge = -2
- orbital gap (eV) = 6.44